This record from OMol25 describes a molecular structure, C38H51BrNP3Pt in a non-equilibrium geometry. The level of theory is ωB97M-V/def2-TZVPD.

Positions of all 95 atoms, in Å:
C  -0.156799  4.544182  -4.044962
C  -0.434080  3.405001  -4.833521
C  -0.678967  3.625665  -6.209299
C  -0.633832  4.951059  -6.695602
N  -0.363784  6.004925  -5.916148
C  -0.129624  5.816588  -4.616230
C  -0.487457  2.193103  -4.056731
C  -0.452994  1.896992  -2.753219
C  -0.551376  2.139057  -1.379635
C  0.620407  2.223150  -0.569094
C  0.538711  1.815126  0.737090
C  -0.658628  1.244887  1.255961
C  -1.845850  1.246606  0.474312
C  -1.770872  1.669355  -0.819799
Pt  -0.693756  0.230859  -3.657927
P  2.498541  -1.690495  0.647430
H  -0.856280  2.809145  -6.894605
H  0.078624  4.437346  -2.992702
H  -0.795443  5.169297  -7.752246
H  0.107606  6.679367  -4.001781
H  -2.617816  1.531728  -1.495797
H  1.551735  2.597469  -0.990232
H  -2.781020  0.871197  0.897630
H  1.423185  1.833446  1.371472
C  2.609043  -3.435334  1.091681
C  3.714185  -4.246210  0.421778
H  1.626896  -3.865528  0.850639
H  2.697980  -3.489898  2.185491
H  3.841034  -5.196266  0.950099
H  3.463051  -4.494108  -0.612846
H  4.683381  -3.740486  0.429373
C  2.710745  -1.425270  -1.139743
C  3.765243  -0.389165  -1.573520
H  1.733152  -1.099845  -1.533350
H  2.933086  -2.396667  -1.618024
H  3.854403  -0.404168  -2.674222
H  3.457828  0.630454  -1.283517
H  4.763596  -0.599211  -1.153015
C  3.571479  -0.627534  1.636173
C  4.971651  -1.173108  1.918421
H  3.043530  -0.444997  2.580849
H  3.641117  0.351939  1.140207
H  5.537538  -0.433303  2.498372
H  4.945045  -2.093206  2.514695
H  5.549037  -1.372410  1.006675
Br  0.373901  -1.072391  1.282859
P  -1.394353  -1.629354  -2.859580
C  -0.137566  -2.918016  -2.715298
C  -0.585739  -4.370545  -2.558146
H  0.441718  -2.625492  -1.823979
H  0.522374  -2.797118  -3.584187
H  0.273072  -5.007406  -2.780162
H  -0.889501  -4.588292  -1.530163
H  -1.393294  -4.651360  -3.236480
C  -2.234615  -1.709936  -1.243192
C  -3.276532  -2.810304  -1.053492
H  -2.666427  -0.720095  -1.051436
H  -1.416277  -1.812247  -0.514849
H  -3.505412  -2.888453  0.014533
H  -4.215699  -2.597533  -1.576239
H  -2.905471  -3.787628  -1.384573
C  -2.693627  -1.799635  -4.119963
C  -2.661028  -3.103578  -4.897982
H  -2.587837  -0.928132  -4.815122
H  -3.607984  -1.655155  -3.530396
H  -3.185870  -2.945273  -5.851435
H  -1.636120  -3.437675  -5.111200
H  -3.195102  -3.902701  -4.367949
C  -1.645636  3.492144  2.801606
P  -1.048551  1.816328  2.906582
C  -2.298751  0.876558  3.771532
C  -2.572380  1.345041  5.073745
C  -3.606359  0.786807  5.822361
C  -4.340700  -0.273666  5.279330
C  -4.065318  -0.764974  3.998487
C  -3.024285  -0.205635  3.242560
C  0.463612  1.721557  3.859501
C  0.729027  0.604477  4.676912
C  1.942220  0.526379  5.365857
C  2.903356  1.527728  5.196088
C  2.676929  2.611965  4.322924
C  1.447081  2.701310  3.661559
H  -1.811572  3.891397  3.807779
H  -2.594086  3.445249  2.249884
H  -0.935701  4.110391  2.242341
H  -1.973185  2.158363  5.486364
H  -3.805150  1.165741  6.826776
H  -5.149768  -0.712442  5.861572
H  -4.636048  -1.602368  3.586800
H  -2.771493  -0.612993  2.261869
H  -0.012480  -0.193431  4.770298
H  2.122632  -0.319538  6.040117
H  3.851612  1.459199  5.724812
H  3.439777  3.374879  4.167794
H  1.269314  3.527161  2.962415

Forces on the atoms, in the same order (eV/Å):
C 0.05 0.24 -1.10
C -0.30 1.68 0.22
C 0.42 0.52 1.05
C -0.08 0.78 -1.30
N -0.17 -4.27 1.62
C 0.34 1.58 0.31
C 0.47 -0.61 -0.05
C -0.06 1.93 -0.68
C 1.23 -0.62 -0.82
C 0.27 0.29 1.47
C 2.01 0.55 -2.22
C -1.89 1.15 1.74
C -0.51 -0.26 -2.10
C -2.04 -0.87 1.53
Pt 1.30 2.02 -1.93
P -0.11 -0.02 0.29
H -0.13 0.16 -0.17
H -0.10 0.30 -0.11
H -0.05 -0.14 0.08
H -0.06 0.12 -0.07
H 0.05 0.41 0.35
H -0.16 -0.10 0.13
H 0.27 0.23 -0.28
H -0.18 0.05 -0.17
C -0.49 -0.30 0.37
C 0.43 -0.07 -0.40
H 0.13 0.06 0.06
H -0.06 0.21 -0.14
H -0.09 0.20 -0.01
H 0.04 0.08 0.11
H -0.09 -0.06 0.03
C -0.25 0.12 -0.68
C 0.23 0.27 0.15
H 0.25 -0.14 0.18
H -0.14 0.23 0.43
H -0.05 -0.08 0.52
H 0.21 -0.40 -0.06
H -0.43 0.12 -0.22
C -0.11 0.55 0.25
C 0.48 -0.38 -0.02
H -0.02 -0.11 -0.07
H -0.13 -0.26 -0.05
H -0.23 -0.12 -0.15
H -0.04 0.19 -0.15
H -0.17 0.06 0.19
Br 1.50 -0.98 -0.30
P -1.32 -2.62 2.34
C 0.21 -0.40 -0.42
C 0.16 -0.31 0.08
H -0.19 0.04 -0.39
H 0.01 -0.15 0.15
H -0.14 -0.08 0.01
H -0.04 0.05 -0.18
H 0.18 0.02 0.17
C 0.13 0.46 0.23
C -0.04 -0.26 -0.02
H -0.05 -0.32 -0.07
H -0.30 -0.05 -0.23
H -0.07 -0.05 -0.19
H 0.22 -0.04 0.08
H -0.21 0.25 0.11
C 0.08 -0.02 -0.18
C -0.47 -0.32 -0.66
H -0.30 -0.55 0.32
H -0.05 0.07 -0.46
H 0.24 -0.25 0.26
H -0.34 0.10 -0.07
H 0.22 0.19 -0.09
C -0.04 0.27 -0.51
P 0.38 -0.71 1.88
C -0.36 -0.41 0.07
C -0.16 0.06 -0.25
C 0.37 -0.16 -0.26
C -0.11 0.12 -0.10
C 0.46 0.03 -0.10
C -0.14 0.16 0.41
C 0.50 -0.24 -0.02
C -0.03 0.24 -0.08
C -0.14 -0.01 -0.13
C -0.05 0.29 -0.37
C -0.38 -0.52 0.18
C 0.37 0.13 0.14
H 0.05 -0.05 -0.20
H 0.14 0.17 0.19
H -0.14 0.06 0.18
H -0.21 -0.17 0.03
H -0.02 -0.18 -0.35
H 0.19 0.07 -0.15
H 0.18 0.33 0.24
H -0.19 0.03 0.28
H 0.19 0.31 0.13
H -0.01 0.42 -0.31
H -0.20 0.05 -0.03
H -0.21 -0.21 0.12
H 0.06 -0.16 0.44

Total energy ... -142834.6167 eV
HOMO (spin up / spin down) ... -0.607 / -0.669 Eh
Frontier orbital gap (spin up / spin down) ... 5.35 / 4.16 eV
Charge ... +4
M ... 889.7 g/mol
Multiplicity ... 5

Löwdin atomic charge list, values in e, 2 entries: 0.046 -0.172


This record from OMol25 describes a molecular structure, C38H51ClOP4Tc in a non-equilibrium geometry. The level of theory is ωB97M-V/def2-TZVPD.

Positions of all 96 atoms, in Å:
P  -1.663125  -1.016921  -3.226711
C  -3.377966  -1.110495  -3.939357
C  -3.883699  -0.336737  -5.000284
H  -3.267224  0.422425  -5.480566
C  -5.193545  -0.526425  -5.462985
H  -5.568513  0.077658  -6.292407
C  -6.025380  -1.478339  -4.868629
H  -7.048156  -1.622851  -5.225752
C  -5.537831  -2.244067  -3.801843
H  -6.180357  -2.989166  -3.326794
C  -4.233537  -2.057955  -3.337932
H  -3.863806  -2.655116  -2.502608
C  -1.066712  0.459814  -4.174633
C  -1.351245  1.709625  -3.586031
H  -1.880921  1.741522  -2.631705
C  -0.978246  2.897857  -4.216774
H  -1.215658  3.855716  -3.748607
C  -0.303433  2.864658  -5.443003
H  -0.009305  3.796898  -5.931350
C  -0.006459  1.632149  -6.029996
H  0.523315  1.599557  -6.984818
C  -0.380486  0.436890  -5.401475
H  -0.129341  -0.508751  -5.881362
C  -0.883333  -2.343347  -4.272913
C  -1.479905  -2.996967  -5.367912
H  -2.502323  -2.766845  -5.666335
C  -0.771413  -3.961258  -6.098798
H  -1.247058  -4.456420  -6.948750
C  0.538383  -4.296936  -5.746743
H  1.092451  -5.047236  -6.315931
C  1.135025  -3.666760  -4.647987
H  2.158083  -3.922430  -4.362400
C  0.427957  -2.714597  -3.909562
H  0.896543  -2.252406  -3.038076
Tc  -0.130351  -0.080597  2.561002
C  1.761203  0.722350  2.210640
C  2.103093  1.136188  0.963203
H  2.525132  0.815286  2.998596
C  1.163686  0.770345  -0.157264
O  1.809152  -0.222755  -0.990196
H  1.217330  -0.460657  -1.725878
C  -0.056040  0.171144  0.461636
H  0.895049  1.651245  -0.752985
C  -0.997051  -0.675168  0.519017
Cl  -2.185282  -1.179479  3.203932
P  1.015684  -2.114176  2.959158
P  -1.375066  1.919853  2.919227
C  0.455551  -3.204526  4.304405
H  -0.602246  -3.445660  4.152486
H  0.564420  -2.692491  5.266788
H  1.057216  -4.123177  4.307397
C  0.936311  -3.187972  1.492218
H  1.384312  -2.668358  0.635239
H  -0.116211  -3.402186  1.269768
H  1.478035  -4.122987  1.689113
C  2.805897  -1.996514  3.283512
H  2.974476  -1.371794  4.169162
H  3.303704  -1.530464  2.423808
H  3.228087  -2.996178  3.454838
C  -2.183083  2.207494  4.525879
H  -1.430751  2.320423  5.314633
H  -2.816289  1.346053  4.766379
H  -2.796493  3.117020  4.469365
C  -0.438215  3.457256  2.650160
H  0.040088  3.423557  1.663483
H  0.342875  3.558472  3.412573
H  -1.115499  4.320352  2.702547
C  -2.764412  2.043358  1.751081
H  -3.421937  1.176825  1.887546
H  -2.383001  2.042363  0.723284
H  -3.316354  2.972698  1.941932
P  3.695846  1.902028  0.541695
C  4.390285  2.646403  2.007023
C  3.361850  3.135901  -0.710773
H  4.595015  1.879358  2.766754
H  3.695816  3.393007  2.419575
H  5.332054  3.142672  1.730220
H  2.866409  2.671550  -1.574569
H  4.312733  3.584233  -1.028943
H  2.712017  3.918750  -0.295452
C  4.736568  0.602032  -0.107675
H  4.976594  -0.112015  0.692020
H  5.663157  1.042314  -0.499615
H  4.191405  0.076992  -0.903929
H  -1.822850  -1.262637  0.152037
C  0.941472  0.837743  7.532877
C  0.013525  -0.137745  7.156736
C  -0.257404  -0.366186  5.804044
C  0.384657  0.348117  4.795426
C  1.271195  1.357647  5.179119
C  1.571369  1.583798  6.530966
H  1.166910  1.021336  8.583843
H  -0.502034  -0.726493  7.914785
H  -1.006195  -1.109379  5.538081
H  1.749414  1.992719  4.429418
H  2.304433  2.357927  6.789720

Forces on the atoms, in the same order (eV/Å):
P -0.34 -0.19 -1.90
C -0.68 -0.07 0.45
C -0.01 -0.19 0.16
H -0.08 -0.20 0.13
C 0.07 -0.12 0.19
H 0.17 -0.18 0.28
C 0.30 -0.02 0.16
H 0.38 0.06 0.12
C 0.05 0.04 -0.06
H 0.21 0.25 -0.16
C -0.02 0.33 -0.33
H -0.12 0.07 -0.18
C 0.28 0.55 0.27
C 0.31 -0.13 -0.36
H 0.06 0.03 -0.19
C 0.03 -0.03 -0.01
H 0.05 -0.27 -0.18
C -0.07 -0.18 0.15
H -0.12 -0.34 0.14
C -0.07 0.03 0.20
H -0.19 -0.02 0.31
C -0.06 0.18 0.17
H -0.12 0.18 0.16
C 0.45 -0.50 0.30
C 0.24 0.04 0.12
H 0.25 0.03 0.13
C 0.12 0.10 0.21
H 0.12 0.20 0.30
C -0.10 0.25 0.20
H -0.21 0.27 0.20
C -0.02 0.04 0.01
H -0.33 0.04 -0.09
C -0.36 -0.18 -0.50
H -0.04 -0.11 -0.15
Tc -1.17 -0.42 3.93
C 0.84 0.31 -0.81
C 0.16 -0.40 0.57
H -0.53 0.13 -0.20
C 0.34 -0.29 -0.66
O -0.38 0.73 0.42
H 0.05 0.19 0.14
C -1.80 -1.90 -0.85
H -0.22 -0.13 -0.08
C 1.93 2.12 -1.58
Cl 0.74 0.30 -0.49
P 1.21 -1.80 0.60
P -0.92 1.57 0.56
C -0.21 0.15 0.07
H 0.21 -0.03 0.07
H 0.03 -0.17 -0.23
H -0.15 0.24 -0.08
C -0.05 0.08 -0.14
H -0.10 -0.16 0.14
H 0.23 -0.06 0.00
H -0.18 0.22 -0.08
C 0.09 0.21 -0.02
H -0.02 -0.15 -0.11
H -0.07 -0.17 0.17
H -0.14 0.27 -0.06
C 0.10 -0.19 0.11
H -0.16 -0.03 -0.18
H 0.09 0.19 -0.02
H 0.14 -0.24 -0.06
C 0.15 0.05 -0.14
H -0.12 0.09 0.15
H -0.20 -0.01 -0.11
H 0.19 -0.20 -0.01
C 0.07 -0.02 -0.16
H 0.08 0.22 -0.04
H -0.16 0.03 0.16
H 0.08 -0.25 -0.08
P -1.06 -0.70 0.05
C 0.21 0.20 0.19
C 0.13 0.23 -0.10
H -0.01 0.21 -0.23
H 0.20 -0.22 -0.16
H -0.22 -0.13 0.16
H 0.21 0.10 0.19
H -0.27 -0.05 -0.02
H 0.19 -0.19 -0.10
C 0.40 0.00 -0.14
H -0.05 0.22 -0.19
H -0.14 -0.21 0.06
H 0.16 0.21 0.21
H -0.01 -0.07 0.49
C 0.01 -0.03 -0.39
C 0.20 0.24 -0.07
C -0.30 -0.25 0.15
C 0.09 0.22 -1.38
C 0.22 -0.06 0.29
C -0.04 0.11 -0.07
H -0.06 -0.07 -0.31
H 0.10 0.15 -0.18
H 0.16 0.13 0.17
H -0.05 -0.16 0.29
H -0.39 -0.31 -0.05

Total energy ... -94142.3170 eV
HOMO (spin up / spin down) ... -0.452 / -0.452 Eh
Frontier orbital gap (spin up / spin down) ... 7.30 / 4.20 eV
Charge ... +2
M ... 781.2 g/mol
Multiplicity ... 4

Löwdin atomic charge list, values in e, 2 entries: 1.078 -0.395